The following is a DFT calculation (ωB97M-V with the def2-TZVPD basis set) of one molecule with the formula C6H10BNO2 at a distorted geometry.

```
20
Properties=species:S:1:pos:R:3:forces:R:3:mulliken_charge:R:1
B 0.73342 -1.70878 -0.75661 -0.228 -2.009 1.540 0.7276
C 0.26722 1.90563 1.20981 -2.383 0.925 0.820 -0.4299
C -0.80918 1.06883 1.37914 2.668 0.630 1.536 -0.5274
C 1.10328 2.17544 0.01204 0.442 -2.784 0.576 -0.1234
C 0.43074 -0.96082 0.58909 3.420 -0.253 1.468 -1.4486
C -0.82161 -0.28703 0.69987 -3.969 -0.982 1.758 1.5749
C -1.48737 -0.27276 -0.64810 -2.586 3.846 0.978 -1.5350
N 1.57876 1.22767 -0.65921 -0.070 1.640 -0.175 -0.5082
O 1.59812 -1.25086 -1.65596 0.723 0.470 -1.386 -0.5864
O 0.16567 -2.99672 -0.88923 0.142 1.480 0.650 -0.5548
H 0.35226 2.68169 1.98644 -0.029 -0.030 -0.613 0.3335
H -1.37850 1.33667 2.33508 0.475 -0.934 -1.585 0.2375
H 1.38185 3.18871 -0.15966 0.200 0.974 -0.366 0.4404
H 1.30162 -0.70657 1.36010 -2.015 -0.652 -1.721 0.2030
H -1.58868 -0.98881 1.28864 1.436 1.354 -0.368 0.3058
H -2.05317 -1.08687 -0.90972 -0.854 -2.510 -0.313 0.3882
H -0.76059 -0.10124 -1.37042 0.857 0.823 -1.728 0.3720
H -2.31866 0.55100 -0.61296 1.661 -1.031 -0.524 0.3318
H 1.83601 -0.30330 -1.54760 -0.157 -0.702 0.233 0.5050
H 0.46881 -3.47189 -1.65074 0.265 -0.255 -0.780 0.2938
```
Positions in Å, forces in eV/Å.

Its expectation value of S² is 2.0219. As for the net charge: 0. The value obtained for the lowest unoccupied orbital energy (spin up / spin down) is 0.06 / -1.06 eV. For the HOMO-LUMO gap (spin up / spin down), the calculation gives 7.6 / 8.7 eV. As for the energy above the lowest of the compared OMol25 structures with the same formula, charge and spin: 0.0123 eV. As for the multiplicity: 3.